11
Properties=species:S:1:pos:R:3 method="wB97M-V/def2-TZVPD" spin_multiplicity=2 relative_energy_kcal_mol=6.46 lumo_energy_ev="-1.1 / -1.5" energy_ha=-373.943567 orbital_gap_ha="0.205 / 0.254"
O -1.64177 -2.68127 0.15544
C -0.38852 -2.50776 -0.17637
O 0.17119 -3.12680 -1.10046
C 0.02447 2.21179 0.00593
C 1.02332 1.43109 -0.46306
O 0.22203 -1.59047 0.54521
La -1.63611 -1.27001 2.10795
H 0.16791 2.83008 0.89517
H -0.87576 2.38626 -0.59102
H 1.97884 1.36861 0.06199
H 0.95440 0.94847 -1.44079

12
Properties=species:S:1:pos:R:3 method="wB97M-V/def2-TZVPD" total_charge=+2 relative_energy_kcal_mol=0.47 lumo_energy_ev=-10.5 energy_ha=-1584.817457 orbital_gap_ha=0.239
O -0.56619 -0.91379 0.70661
C -1.48990 -0.02689 0.34046
C 0.80714 -0.65145 0.56216
O -2.67855 -0.33952 0.41929
O -1.12958 1.07562 -0.21501
C 1.42172 -0.78472 -0.67611
H 1.34304 -0.60688 1.51238
H 1.33263 1.09974 0.93126
H 0.92244 -1.34888 -1.46933
H 2.51077 -0.67835 -0.67067
Lu 0.68582 1.80100 -1.00316
Li -3.15935 1.37413 -0.43787

13
Properties=species:S:1:pos:R:3 method="wB97M-V/def2-TZVPD" total_charge=+3 spin_multiplicity=2 relative_energy_kcal_mol=186.74 lumo_energy_ev="-15.5 / -15.5" energy_ha=-1659.310220 orbital_gap_ha="0.190 / 0.199"
O 0.99366 1.04677 0.29557
C 0.18493 0.19321 -0.15206
O 0.59500 -0.75281 -0.87127
Lu 2.80110 0.19610 -0.90792
O -1.08846 0.27382 0.24863
C -1.98492 -1.33776 0.67710
C -2.57455 -0.44430 -0.38037
H -2.42155 -2.26845 1.05629
H -1.17464 -1.95514 0.27099
H -2.48987 -0.86809 -1.40037
H -3.30711 -1.02072 0.83906
Li -2.10365 2.01579 0.58736
O -3.34400 0.63185 -0.33363

13
Properties=species:S:1:pos:R:3 method="wB97M-V/def2-TZVPD" total_charge=+1 relative_energy_kcal_mol=3.44 lumo_energy_ev=-3.5 energy_ha=-625.156685 orbital_gap_ha=0.303
O -1.04995 -0.89979 0.07511
C -0.97760 0.40230 0.05839
C -2.40836 -1.32424 -0.21251
O 0.08242 1.01861 0.06872
O -2.12689 0.98928 -0.11972
C -3.13847 0.00733 -0.43610
H -2.76592 -1.87566 0.66305
H -2.40866 -1.97648 -1.08970
H -3.98183 0.15993 0.24259
H -3.44690 0.16581 -1.47429
O 3.60835 -0.17361 -0.10921
Mg 1.99476 0.63489 -0.09073
Li 4.60874 -1.39368 -0.73912

14
Properties=species:S:1:pos:R:3 method="wB97M-V/def2-TZVPD" relative_energy_kcal_mol=0.00 lumo_energy_ev=-1.0 energy_ha=-662.842221 orbital_gap_ha=0.237
C 1.46331 -4.71611 0.80545
C 0.17302 -4.68696 1.59549
O -0.91477 -4.81401 1.08784
O 2.60341 -4.57890 1.59828
H 1.43571 -3.87476 0.09367
H 1.48595 -5.64895 0.21683
H 0.29014 -4.53727 2.69434
Li 3.48625 -3.30838 2.67530
O 3.65111 -6.18616 3.35354
C 4.24419 -5.52274 4.25628
O 4.30504 -4.21167 4.18479
O 4.83474 -6.06977 5.24607
Na 5.76652 -4.16702 6.36058
H 2.83864 -5.38729 2.15828

10
Properties=species:S:1:pos:R:3 method="wB97M-V/def2-TZVPD" total_charge=+1 relative_energy_kcal_mol=63.87 lumo_energy_ev=-6.4 energy_ha=-1502.217363 orbital_gap_ha=0.224
C -0.14941 1.39078 0.40069
C 0.11475 1.02257 -0.85001
O -0.06983 -0.32215 -1.25009
C 0.96082 -1.12747 -1.23401
O 0.74586 -1.96259 -0.23965
H 0.39109 2.31519 0.64932
H 0.56613 1.61634 -1.65163
H 1.47583 -2.59058 -0.19457
Lu -1.15452 0.21154 2.13014
H -2.88070 -0.55362 2.23981

11
Properties=species:S:1:pos:R:3 method="wB97M-V/def2-TZVPD" relative_energy_kcal_mol=110.50 lumo_energy_ev="-2.4 / -2.4" energy_ha=-542.351664 orbital_gap_ha="0.183 / 0.183"
C 0.91237 1.20192 1.38799
O 1.54785 0.17827 1.03531
O 0.19890 -0.75719 -1.64156
O -0.14016 1.55235 0.62796
C -0.94083 -0.44202 -1.08292
C -0.91511 0.89855 -0.37222
H -1.80277 -0.49931 -1.77544
H -1.91687 0.91815 0.09039
H -0.83882 1.63185 -1.19012
Mg 1.60475 -1.15402 -0.32457
H -0.61106 -1.49133 0.10997

9
Properties=species:S:1:pos:R:3 method="wB97M-V/def2-TZVPD" relative_energy_kcal_mol=40.27 lumo_energy_ev=0.8 energy_ha=-226.161014 smiles=N#C[C@H]1CN1 orbital_gap_ha=0.403
C -0.43317 -0.55923 -1.46640
C -0.23728 0.39553 -0.43003
C 0.01522 -0.23165 0.96694
H -0.83153 1.29147 -0.43616
H -0.10892 -1.34659 1.00391
H -0.33682 0.28766 1.86375
H 1.45442 1.19760 0.59870
N -0.60686 -1.34892 -2.29656
N 1.08494 0.31414 0.19587

Repeat the fourth record exactly.
13
Properties=species:S:1:pos:R:3 method="wB97M-V/def2-TZVPD" total_charge=+1 relative_energy_kcal_mol=3.44 lumo_energy_ev=-3.5 energy_ha=-625.156685 orbital_gap_ha=0.303
O -1.04995 -0.89979 0.07511
C -0.97760 0.40230 0.05839
C -2.40836 -1.32424 -0.21251
O 0.08242 1.01861 0.06872
O -2.12689 0.98928 -0.11972
C -3.13847 0.00733 -0.43610
H -2.76592 -1.87566 0.66305
H -2.40866 -1.97648 -1.08970
H -3.98183 0.15993 0.24259
H -3.44690 0.16581 -1.47429
O 3.60835 -0.17361 -0.10921
Mg 1.99476 0.63489 -0.09073
Li 4.60874 -1.39368 -0.73912